The following is a quantum chemistry calculation of an isolated ion of composition C5H14IN2 and charge +1 at a distorted geometry, from the OMol25 dataset.

Values from the calculation:
Orbital gap = 9.33 eV
HOMO = -12.938 eV
Energy relative to the best compared isomer or geometry (same formula, charge and spin) = 255.4 kJ/mol
Charge = +1

Atoms and positions in Å:
C (2.576, -0.039, 1.000)
C (1.684, 0.926, 0.019)
I (3.131, 2.379, -0.861)
C (0.988, 0.170, -1.257)
N (-0.052, -0.869, -0.901)
C (-1.456, -0.290, -0.676)
C (-2.032, -0.653, 0.850)
N (-3.118, 0.400, 1.151)
H (2.542, 0.391, 2.111)
H (2.242, -1.160, 1.037)
H (3.719, 0.029, 0.663)
H (0.930, 1.515, 0.708)
H (0.431, 1.004, -1.905)
H (1.843, -0.374, -1.853)
H (0.241, -1.528, -0.123)
H (-0.154, -1.495, -1.756)
H (-1.527, 0.855, -0.928)
H (-2.211, -0.832, -1.416)
H (-1.137, -0.569, 1.632)
H (-2.514, -1.725, 0.910)
H (-3.557, 0.593, 0.221)
H (-2.569, 1.273, 1.377)

=====

The following is a quantum chemistry calculation of a 2-piece molecular cluster, C5H14N overall at a distorted geometry, from the OMol25 dataset.

Values from the calculation:
Orbital gap = 9.07 eV
HOMO = -14.665 eV
Energy relative to the best compared isomer or geometry (same formula, charge and spin) = 203.7 kJ/mol
Charge = +1

Atoms and positions in Å:
C (-0.642, 1.168, 1.309)
N (-1.071, 2.183, 1.965)
H (0.133, 1.353, 0.627)
H (-1.069, 0.213, 1.521)
H (-1.852, 1.993, 2.543)
H (-0.825, 3.134, 1.728)
C (1.963, -1.952, -0.217)
C (1.009, -0.729, -0.347)
C (-0.182, -0.983, -1.290)
C (-1.044, 0.240, -1.422)
H (1.417, -2.886, -0.004)
H (2.816, -1.817, 0.477)
H (2.378, -2.115, -1.236)
H (1.540, 0.208, -0.670)
H (0.518, -0.480, 0.665)
H (-0.781, -1.860, -0.910)
H (0.260, -1.220, -2.306)
H (-1.493, 0.463, -0.431)
H (-1.797, 0.149, -2.263)
H (-0.376, 1.121, -1.693)

=====

The following is a quantum chemistry calculation of a 2-piece molecular cluster, C5H14N overall at a distorted geometry, from the OMol25 dataset.

Values from the calculation:
Orbital gap = 5.79 eV
HOMO = -13.090 eV
Energy relative to the best compared isomer or geometry (same formula, charge and spin) = 534.7 kJ/mol
Charge = +1

Atoms and positions in Å:
C (1.772, -0.540, 0.174)
C (0.738, 0.033, 1.122)
C (-0.571, 0.486, 0.521)
C (-1.319, -0.533, -0.325)
C (-2.724, -0.146, -0.422)
N (2.110, 0.420, -0.833)
H (1.285, -1.384, -0.317)
H (2.605, -0.914, 0.777)
H (0.462, -0.707, 1.892)
H (1.195, 0.778, 1.784)
H (-1.177, 0.920, 1.305)
H (-0.290, 1.358, -0.223)
H (-0.766, -0.368, -1.257)
H (-1.056, -1.552, -0.048)
H (-3.363, -0.553, 0.359)
H (-3.174, -0.284, -1.400)
H (-2.636, 1.057, -0.375)
H (2.530, 0.118, -1.703)
H (-1.435, 1.458, -0.888)
H (2.540, 1.287, -0.529)

=====

The following is a quantum chemistry calculation of a 2-piece molecular cluster, C5H14N2 overall at a distorted geometry, from the OMol25 dataset.

Values from the calculation:
Orbital gap (spin up / spin down) = 3.09 / 8.34 eV
HOMO (spin up / spin down) = 1.006 / -4.542 eV
Multiplicity = 2
Energy relative to the best compared isomer or geometry (same formula, charge and spin) = 113.1 kJ/mol
Charge = -1

Atoms and positions in Å:
C (1.234, 0.757, -2.496)
C (0.581, -0.229, -1.547)
C (0.407, -2.540, -1.635)
N (0.144, -1.416, -2.222)
H (1.349, 1.748, -2.027)
H (2.209, 0.400, -2.831)
H (0.591, 0.882, -3.371)
H (-0.311, 0.254, -1.091)
H (1.243, -0.477, -0.707)
H (1.061, -2.658, -0.763)
H (0.025, -3.477, -2.029)
C (0.315, 1.451, 2.608)
N (-1.045, 1.415, 2.113)
C (-1.715, 0.170, 2.458)
H (0.293, 1.418, 3.701)
H (0.945, 0.624, 2.249)
H (0.801, 2.386, 2.311)
H (-1.040, 1.533, 1.106)
H (-1.170, -0.721, 2.135)
H (-2.702, 0.135, 2.004)
H (-1.826, 0.117, 3.545)

=====

The following is a quantum chemistry calculation of one molecule with the formula C5H14N2 at a distorted geometry, from the OMol25 dataset.

Values from the calculation:
Orbital gap = 9.46 eV
HOMO = -8.365 eV
Energy relative to the best compared isomer or geometry (same formula, charge and spin) = 123.7 kJ/mol

Atoms and positions in Å:
C (-2.432, 1.283, -1.672)
C (-0.964, 0.854, -1.670)
N (-0.521, 0.466, -0.310)
C (0.942, 0.533, -0.163)
C (1.459, 0.135, 1.184)
C (1.570, -1.408, 1.257)
N (0.210, -1.991, 1.492)
H (-2.811, 1.208, -2.717)
H (-2.994, 0.508, -1.165)
H (-2.735, 2.262, -1.278)
H (-0.813, -0.126, -2.168)
H (-0.383, 1.743, -2.026)
H (-0.947, 1.022, 0.426)
H (1.338, -0.127, -0.938)
H (1.216, 1.512, -0.553)
H (2.371, 0.691, 1.394)
H (0.847, 0.498, 2.021)
H (1.872, -1.888, 0.312)
H (2.257, -1.713, 2.067)
H (-0.375, -1.244, 1.832)
H (-0.227, -2.313, 0.643)

=====

The following is a quantum chemistry calculation of one molecule with the formula C5H14N2, from the OMol25 dataset.

Values from the calculation:
Orbital gap = 9.41 eV
HOMO = -8.278 eV
Energy relative to the best compared isomer or geometry (same formula, charge and spin) = 107.8 kJ/mol

Atoms and positions in Å:
C (1.849, 1.507, 1.816)
N (0.684, 0.991, 1.120)
C (0.990, 0.550, -0.220)
C (-0.117, -0.310, -0.852)
C (-1.165, 0.516, -1.608)
N (-0.609, -1.235, 0.142)
C (-1.458, -2.305, -0.354)
H (1.669, 1.644, 2.874)
H (2.227, 2.413, 1.331)
H (2.620, 0.743, 1.724)
H (-0.064, 1.673, 1.159)
H (1.358, 1.350, -0.881)
H (1.829, -0.143, -0.137)
H (0.390, -0.954, -1.578)
H (-1.928, 0.889, -0.931)
H (-1.684, -0.056, -2.385)
H (-0.679, 1.351, -2.115)
H (-0.982, -0.805, 0.972)
H (-1.081, -3.293, -0.072)
H (-2.498, -2.207, -0.010)
H (-1.517, -2.269, -1.439)